# C50H108F18N6O25S6

A cluster of 12 separate species, C50H108F18N6O25S6 in total (wB97M-V/def2-TZVPD, the Open Molecules 2025 dataset).

```
! wB97M-V def2-TZVPD RIJCOSX def2/J DEFGRID3
* xyz 1 2
S 11.22 12.34 19.98
S 16.89 9.32 17.53
S 9.32 4.04 17.33
S 15.76 7.14 23.63
S 23.10 5.12 16.66
S 17.32 1.74 20.26
F 18.27 11.04 18.97
F 20.94 5.44 15.12
F 14.82 1.90 21.37
F 12.04 14.67 21.02
F 16.19 3.51 22.04
F 16.31 1.48 22.87
F 16.58 9.07 25.46
F 17.93 8.95 23.72
F 17.56 11.93 17.20
F 13.53 13.55 19.92
F 12.89 12.90 21.93
F 20.90 6.50 17.09
F 11.44 2.28 16.88
F 16.00 9.81 23.45
F 11.67 4.27 16.01
F 11.97 3.92 18.14
F 20.46 4.36 16.83
F 19.23 10.49 17.07
O 17.12 0.29 20.05
O 15.92 5.92 18.16
O 5.36 4.20 21.73
O 23.70 6.12 15.78
O 15.56 9.78 17.86
O 10.59 13.09 18.89
O 9.36 5.50 17.60
O 15.93 7.14 22.19
O 22.28 4.06 22.05
O 18.66 2.08 20.80
O 11.95 11.12 19.52
O 17.50 8.32 18.44
O 7.37 9.15 20.71
O 11.74 7.30 21.45
O 7.76 13.43 23.54
O 10.80 3.71 21.25
O 8.68 3.66 16.09
O 23.31 5.38 18.07
O 14.38 7.16 24.07
O 16.91 8.81 16.14
O 8.91 3.27 18.46
O 16.91 2.60 19.10
O 16.53 6.07 24.30
O 10.25 12.03 21.04
O 23.35 3.69 16.41
N 14.40 7.36 19.84
N 11.85 10.73 27.00
N 14.22 7.39 14.22
N 19.99 6.09 21.15
N 6.37 11.05 22.82
N 8.27 2.77 21.02
C 20.77 7.36 20.77
C 17.03 5.30 17.45
C 8.36 12.12 23.88
C 10.73 7.33 22.52
C 18.09 10.85 17.68
C 12.45 8.48 21.27
C 11.16 11.19 25.71
C 12.20 3.55 21.39
C 19.44 4.51 23.24
C 12.15 10.92 24.60
C 12.69 9.60 25.11
C 4.47 5.35 21.31
C 11.64 9.45 16.51
C 14.14 5.24 13.10
C 21.19 5.40 16.40
C 12.24 8.78 15.21
C 7.89 11.21 22.75
C 14.93 5.13 14.41
C 13.54 13.09 29.87
C 10.83 8.42 17.23
C 22.05 4.43 20.69
C 15.36 6.51 14.73
C 16.63 8.91 24.15
C 11.22 3.56 17.08
C 16.09 2.21 21.73
C 5.74 3.37 20.58
C 12.91 11.79 29.20
C 5.95 9.33 20.99
C 10.12 3.55 22.52
C 6.81 2.36 21.03
C 13.42 8.55 20.04
C 5.72 10.79 21.46
C 20.57 4.90 20.32
C 13.05 9.83 26.58
C 7.71 7.91 20.02
C 8.64 3.83 22.03
C 20.22 8.66 21.39
C 14.77 8.64 13.45
C 12.43 11.96 27.77
C 13.38 7.87 15.44
C 13.35 6.54 13.26
C 14.90 5.14 18.72
C 14.41 12.87 31.09
C 23.56 3.50 22.23
C 20.03 5.87 22.72
C 13.85 6.11 19.20
C 8.04 14.43 24.46
C 10.82 10.07 27.87
C 18.51 6.20 20.80
C 12.54 13.41 20.76
H 20.20 8.62 22.48
H 15.53 6.83 15.76
H 7.47 14.34 25.38
H 11.76 9.32 21.21
H 3.83 4.99 20.51
H 8.53 4.74 21.44
H 23.69 3.35 23.31
H 8.72 1.89 21.23
H 14.80 7.15 20.74
H 13.05 6.86 15.68
H 8.77 7.92 19.75
H 22.39 3.66 20.00
H 13.65 9.34 24.68
H 11.03 10.34 16.38
H 11.58 12.65 27.77
H 11.18 7.47 23.50
H 16.69 4.56 16.73
H 10.73 8.84 18.23
H 15.19 7.65 19.29
H 14.64 4.43 17.94
H 11.40 7.49 17.32
H 5.34 9.23 20.09
H 9.09 14.38 24.76
H 14.19 13.66 29.19
H 21.78 7.15 21.12
H 16.26 6.74 14.16
H 7.99 3.94 22.91
H 13.14 7.04 12.31
H 6.18 11.52 20.80
H 19.27 8.92 20.93
H 15.43 4.67 19.55
H 10.59 4.22 23.23
H 10.30 2.53 22.87
H 18.40 4.32 22.98
H 12.08 8.71 24.96
H 17.86 4.91 18.04
H 12.61 4.38 21.97
H 13.19 5.75 19.99
H 13.47 4.39 13.03
H 13.95 9.19 12.99
H 9.89 8.36 16.69
H 14.81 5.27 12.24
H 12.76 13.77 30.20
H 12.63 9.63 14.64
H 13.76 12.42 31.84
H 18.57 6.38 19.73
H 15.34 9.19 14.20
H 21.08 6.03 22.94
H 7.74 15.36 23.98
H 6.58 1.87 21.98
H 4.71 11.14 21.65
H 6.10 3.93 19.71
H 10.46 9.15 27.42
H 10.90 12.25 25.81
H 12.13 11.43 29.86
H 14.89 13.76 31.50
H 10.04 10.80 28.08
H 5.12 6.20 21.09
H 19.46 6.69 23.17
H 11.44 8.42 14.56
H 6.92 1.56 20.30
H 17.47 6.13 16.89
H 13.05 8.68 22.16
H 3.81 5.72 22.10
H 17.96 5.28 21.04
H 23.77 2.53 21.78
H 10.14 6.41 22.48
H 8.21 11.76 21.87
H 5.70 8.59 21.75
H 14.20 9.32 20.02
H 12.48 9.77 17.13
H 4.90 2.81 20.16
H 12.65 3.54 20.39
H 12.84 8.60 19.12
H 9.45 12.19 23.91
H 20.75 7.50 19.69
H 14.00 8.32 16.22
H 14.01 10.32 26.73
H 12.79 11.80 24.64
H 13.24 12.38 27.18
H 10.25 10.63 25.52
H 15.36 8.19 12.66
H 24.35 4.10 21.77
H 8.72 2.96 20.13
H 11.18 9.81 28.87
H 15.82 4.53 14.22
H 7.93 11.86 24.85
H 9.98 8.09 22.32
H 8.24 10.20 22.93
H 7.46 6.97 20.50
H 12.36 6.53 13.73
H 20.62 5.27 19.29
H 20.93 9.44 21.12
H 13.64 10.98 29.28
H 5.90 11.86 23.20
H 14.40 4.81 15.30
H 12.50 2.64 21.90
H 11.75 10.72 23.61
H 6.25 10.31 23.51
H 12.99 8.89 27.11
H 18.13 7.03 21.39
H 19.86 4.08 20.39
H 19.43 4.54 24.33
H 13.27 6.36 18.30
H 7.17 7.79 19.08
H 22.67 5.31 20.53
H 20.01 3.71 22.78
H 15.21 12.17 30.87
*
```

Mulliken atomic charge list, values in e, 6 entries: 0.956, 1.150, 0.967, 0.853, 1.063, 0.990

# C4H4HgO2

A structure of composition C4H4HgO2 (wB97M-V/def2-TZVPD, the Open Molecules 2025 dataset).

```
! wB97M-V def2-TZVPD RIJCOSX def2/J DEFGRID3
* xyz 1 2
Hg -2.35 3.40 -0.50
O 1.74 0.86 -0.17
O -2.13 1.12 -0.06
C -1.42 0.13 0.07
C 1.32 -0.46 0.02
C -0.16 -0.50 0.04
C -1.28 -1.26 0.12
H -1.76 -2.17 0.49
H 1.68 -0.89 0.97
H 1.66 -1.13 -0.79
H 2.71 0.89 -0.19
*
```

ΔE to the lowest compared entry with this formula, charge and spin = 11.3 kcal per mole

natural (NBO) atomic charge list, values in e, 6 entries: 0.882, -0.700, -0.713, 0.506, -0.133, 0.076

# C16H16N4O5S

The molecule C16H16N4O5S (wB97M-V/def2-TZVPD, the Open Molecules 2025 dataset).

```
! wB97M-V def2-TZVPD RIJCOSX def2/J DEFGRID3
* xyz 0 1
S 1.81 -0.96 0.25
O 1.06 -1.17 -0.96
O -6.25 -1.39 0.76
O -1.33 2.84 -0.39
O 5.57 0.65 2.23
O 1.73 -1.96 1.27
N 1.38 0.47 0.93
N -1.24 0.56 -0.60
N 4.34 0.31 1.86
N 6.49 0.35 1.34
C 4.00 -1.27 -1.42
C -4.82 0.55 0.35
C -2.75 -1.23 -0.13
C 3.54 -0.80 -0.23
C 4.46 -0.25 0.67
C -3.57 1.03 0.01
C 6.32 -0.73 -0.90
C -4.00 -1.70 0.20
C 1.62 1.72 0.23
C 0.75 1.83 -1.03
C -5.06 -0.82 0.44
C 5.38 -1.24 -1.75
C 5.87 -0.22 0.33
C -0.73 1.81 -0.64
C -2.52 0.15 -0.23
C -7.35 -0.55 1.00
H -4.19 -2.76 0.28
H 0.96 2.79 -1.50
H 2.68 1.81 -0.06
H 5.68 -1.63 -2.71
H -8.19 -1.22 1.22
H -0.59 -0.20 -0.78
H -7.18 0.11 1.85
H -5.61 1.26 0.53
H 3.29 -1.69 -2.11
H -7.60 0.05 0.12
H 7.37 -0.70 -1.14
H 1.37 2.53 0.91
H 1.69 0.48 1.89
H -1.94 -1.91 -0.31
H 0.97 1.02 -1.72
H -3.40 2.09 -0.06
*
```

ΔE to the lowest compared entry with this formula, charge and spin = 104.4 kcal per mole

natural (NBO) atomic charge list, values in e, 6 entries: 2.328, -0.961, -0.495, -0.624, -0.077, -0.912

# C14H29BBr11FO3P

A cluster of 6 separate species, C14H29BBr11FO3P in total (wB97M-V/def2-TZVPD, the Open Molecules 2025 dataset).

```
! wB97M-V def2-TZVPD RIJCOSX def2/J DEFGRID3
* xyz -1 1
Br 4.34 -5.75 1.59
Br -0.19 -1.13 -2.58
Br -5.93 2.14 1.81
Br 4.16 -1.42 1.84
Br -1.67 2.16 -3.71
Br -4.11 -2.06 5.19
Br -7.52 0.83 -1.26
Br 6.07 -1.57 -1.31
Br -2.80 0.52 -0.61
Br 1.35 -4.57 -0.23
Br -5.88 -1.85 1.96
P 1.77 3.41 -1.74
F 5.12 2.34 1.13
O 1.85 3.47 -3.48
O 0.14 3.53 -1.14
O 0.32 0.02 0.04
C -3.97 -1.75 2.35
C 1.49 -5.79 1.29
C 4.35 2.20 -1.34
C -7.16 3.01 0.57
C 2.55 -5.34 2.26
C 0.86 -0.11 -1.17
C 6.06 -1.71 1.56
C 4.95 3.14 -0.12
C -3.39 1.35 -3.29
C 2.35 0.46 -1.62
C 6.59 -0.85 0.43
C -3.58 -2.72 3.44
C -8.22 2.05 0.08
C -3.79 1.64 -1.86
B 2.73 1.93 -1.00
H 4.37 2.87 -2.33
H 6.22 0.18 0.47
H 1.63 4.44 -3.70
H -3.30 0.28 -3.51
H -9.03 2.59 -0.42
H -6.55 3.43 -0.24
H 4.90 1.18 -1.48
H 2.46 0.37 -2.79
H 2.53 1.87 0.17
H 6.20 -2.78 1.38
H -4.03 -3.71 3.32
H -0.48 3.79 -1.91
H 4.26 4.08 0.11
H -3.74 -0.71 2.59
H 5.99 3.56 -0.49
H 6.54 -1.43 2.50
H -4.10 1.81 -3.99
H -3.47 -2.01 1.41
H 7.68 -0.84 0.42
H 0.50 -5.76 1.76
H 2.47 -5.88 3.21
H 1.67 -6.79 0.88
H -8.65 1.44 0.88
H 2.53 -4.26 2.46
H 3.13 -0.32 -1.16
H -2.49 -2.83 3.49
H -7.61 3.83 1.14
H -4.85 1.38 -1.70
H -3.63 2.67 -1.56
*
```

natural (NBO) atomic charge list, values in e, 6 entries: -0.026, -0.131, 0.006, 0.002, -0.001, -0.030

# C2H2FN3O

The molecule C2H2FN3O (wB97M-V/def2-TZVPD, the Open Molecules 2025 dataset).

```
! wB97M-V def2-TZVPD RIJCOSX def2/J DEFGRID3
* xyz 0 1
F -2.31 -0.46 0.03
O 2.29 -0.53 0.05
N 0.62 1.22 -0.19
N -0.74 1.17 0.13
N 0.98 -0.03 -0.08
C 0.00 -0.95 -0.03
C -1.06 -0.07 0.03
H -0.22 -2.03 -0.30
H 3.01 0.09 0.57
*
```

ΔE to the lowest compared entry with this formula, charge and spin = 77.8 kcal per mole

natural (NBO) atomic charge list, values in e, 6 entries: -0.295, -0.533, -0.078, -0.299, 0.165, -0.222

# C33H40N4P2SW

A structure of composition C33H40N4P2SW (wB97M-V/def2-TZVPD, the Open Molecules 2025 dataset).

```
! wB97M-V def2-TZVPD RIJCOSX def2/J DEFGRID3
* xyz 2 3
W 2.39 -1.27 -0.82
S 1.02 0.04 0.62
P 1.04 -0.71 -2.76
P 1.65 2.07 -1.69
N 2.03 3.68 -1.16
N 0.84 -2.40 -3.48
N 3.20 1.33 -0.99
N -0.71 -0.46 -2.75
C -1.40 0.34 -3.67
C 1.00 4.48 -0.60
C -2.88 1.10 1.49
C 6.17 -0.30 -2.23
C -2.74 -0.03 -3.67
C -0.62 0.17 1.44
C 4.51 -2.50 -2.67
C 4.31 -0.65 -0.46
C 3.01 5.49 -0.21
C 5.53 0.63 -2.99
C -0.82 -0.35 2.73
C 5.25 0.39 -4.43
C 0.43 -4.18 -4.80
C -2.05 -0.20 3.39
C 4.22 0.21 0.67
C 1.68 0.45 -4.00
C 3.26 4.31 -0.90
C -1.64 0.95 0.85
C 3.99 -1.82 -3.74
C 4.79 -1.08 -4.77
C -3.08 0.52 2.76
C 1.58 5.60 -0.03
C 5.99 -2.78 -2.57
C 1.33 -2.72 0.36
C 2.10 1.85 -3.45
C 3.59 1.38 0.33
C -1.65 -1.33 -2.16
C -2.89 -1.09 -2.73
C 1.43 -3.51 -2.88
C 1.21 -4.62 -3.68
C 3.70 0.19 -1.55
C 0.22 -2.82 -4.65
C 6.87 -1.51 -2.74
H 3.54 -0.06 -2.59
H 2.96 -2.02 -4.03
H 6.44 -0.07 -1.20
H 6.21 -3.26 -1.61
H 0.01 -0.84 3.24
H 1.58 -3.75 0.07
H 1.95 -3.44 -1.91
H -2.22 -0.65 4.37
H -3.69 1.66 1.00
H -3.51 0.40 -4.30
H -0.03 4.15 -0.66
H 6.13 0.61 -5.06
H 3.75 6.20 0.15
H -4.06 0.60 3.23
H 1.52 2.64 -3.96
H -0.89 1.11 -4.22
H 2.53 -0.03 -4.51
H 3.15 2.11 -3.64
H 6.29 -3.54 -3.32
H 1.58 -5.62 -3.46
H 5.49 1.68 -2.66
H 0.07 -4.81 -5.60
H 4.19 -1.00 -5.69
H 1.65 -2.55 1.40
H -1.34 -2.03 -1.39
H 3.89 -3.23 -2.12
H 7.81 -1.67 -2.18
H 7.16 -1.41 -3.79
H -0.35 -2.12 -5.24
H 5.17 -1.29 -0.64
H 3.42 2.28 0.90
H 4.18 3.87 -1.23
H 4.62 -0.08 1.62
H 0.24 -2.60 0.32
H 5.68 -1.65 -5.09
H 1.05 6.41 0.46
H 0.90 0.55 -4.77
H -1.45 1.46 -0.09
H -3.81 -1.63 -2.52
H 4.50 1.10 -4.79
*
```

ΔE to the lowest compared entry with this formula, charge and spin = 70.3 kcal per mole

Mulliken atomic charge list, values in e, 6 entries: 0.558, 0.142, -0.154, 0.310, 0.410, 1.176

| no. | molecular weight (g/mol) | electronic energy (hartree) |
| --- | --- | --- |
| 1 | 1727.80 | -8365.53633 |
| 2 | 284.66 | -458.33429 |
| 3 | 376.39 | -1612.63433 |
| 4 | 1185.11 | -29556.78777 |
| 5 | 103.06 | -416.63309 |
| 6 | 770.57 | -2647.57057 |